1.
A molecular structure, C36H36N5O2Sr, computed with the ωB97M-V functional and the def2-TZVPD basis.

Geometry as XYZ:
```
80
Properties=species:S:1:pos:R:3:forces:R:3
Sr 1.34974 -0.52439 -1.39722 -0.14 0.36 0.45
C -2.36574 2.39965 3.95007 -0.03 0.05 -0.06
C -1.47118 1.27504 4.37967 0.06 -0.03 0.01
C -1.87708 0.36717 5.34560 -0.04 -0.01 0.01
C -1.07630 -0.69773 5.73341 -0.07 -0.04 0.04
C 0.16540 -0.85708 5.14579 0.12 0.00 -0.03
C 0.60147 0.03884 4.18208 -0.09 0.00 0.15
C -0.21062 1.10126 3.79378 0.13 -0.09 0.09
N 0.25718 2.01955 2.83121 0.05 0.20 -0.13
C 1.01737 1.44153 1.74317 0.20 0.07 0.33
N 2.32710 1.68797 1.91811 -0.12 0.10 0.15
C 3.49551 1.31948 1.17883 -0.11 0.02 0.06
C 3.37973 0.60900 -0.01165 -0.06 -0.06 -0.17
C 4.61635 0.30252 -0.59939 0.07 0.01 -0.03
C 5.84047 0.68220 -0.07039 0.10 0.00 -0.02
C 5.87716 1.40397 1.11321 0.10 0.03 0.05
C 4.70362 1.73501 1.76981 -0.07 -0.12 -0.17
C 4.75754 2.50306 3.05984 -0.03 0.08 0.14
N 0.46056 0.76336 0.80697 -0.25 -0.05 -0.33
C -0.96036 0.76832 0.80338 -0.14 -0.18 0.14
C -1.63657 1.90408 0.37193 -0.11 0.02 -0.10
C -3.02203 1.94688 0.35753 0.06 0.13 -0.14
C -3.74193 0.84647 0.77779 -0.10 -0.17 0.03
C -3.07036 -0.29617 1.19110 -0.07 0.08 -0.03
C -1.68424 -0.36405 1.20269 0.07 0.17 -0.03
C -0.99237 -1.62972 1.60517 0.03 -0.14 -0.05
H -3.29813 2.38785 4.51242 0.00 -0.02 0.02
H -2.62081 2.32181 2.88886 0.03 0.00 0.07
H -1.89284 3.37163 4.11232 0.02 0.04 0.00
H -2.85757 0.49433 5.78947 -0.01 -0.01 0.03
H -1.42424 -1.39905 6.47973 -0.01 0.00 0.02
H 0.80645 -1.68153 5.43083 -0.01 -0.01 0.00
H 1.57284 -0.09119 3.72295 0.03 0.00 -0.03
H -0.49437 2.58792 2.46698 -0.04 -0.05 -0.01
H 2.46739 2.22941 2.75453 0.09 0.01 -0.05
H 4.63824 -0.28704 -1.51333 -0.01 -0.06 -0.06
H 6.76612 0.41195 -0.56648 0.02 0.00 -0.01
H 6.82441 1.70904 1.54587 0.02 -0.01 -0.02
H 5.79018 2.71952 3.33221 0.01 0.00 -0.01
H 4.31407 1.94913 3.89306 -0.01 -0.03 0.02
H 4.23209 3.46098 2.99484 -0.01 0.03 -0.01
H -1.06020 2.75217 0.02017 0.02 0.01 -0.01
H -3.52993 2.82740 -0.01250 0.00 0.02 0.01
H -4.82370 0.86272 0.75699 -0.03 -0.01 0.01
H -3.63140 -1.16653 1.50888 -0.04 -0.03 0.00
H -1.65198 -2.25760 2.20422 -0.01 0.02 0.03
H -0.08391 -1.44393 2.17584 -0.02 -0.01 -0.07
H -0.73807 -2.20666 0.71187 0.08 -0.03 -0.02
N 2.41256 -0.23833 -3.84116 0.07 0.12 0.10
C 2.30599 -1.63116 -4.31273 0.07 -0.16 -0.35
C 2.84797 -2.64978 -3.28303 0.12 -0.20 -0.34
O 3.42088 -3.64778 -3.70904 -0.05 0.07 -0.11
O 2.61773 -2.35003 -2.07235 0.10 -0.16 0.33
H 2.06174 0.38783 -4.55690 -0.02 0.02 0.05
H 3.39094 -0.00420 -3.69908 -0.02 0.03 -0.01
H 2.82042 -1.78929 -5.26661 -0.06 -0.04 0.11
H 1.24255 -1.84362 -4.45631 -0.01 -0.09 -0.02
C -1.70741 -4.86553 -3.72518 0.02 -0.08 -0.01
C -0.90909 -4.60467 -2.62092 0.00 -0.04 0.03
C -0.74264 -3.31420 -2.15272 0.06 -0.09 0.05
C -1.34648 -2.20789 -2.77614 0.14 0.08 -0.11
C -2.13432 -2.49634 -3.91338 -0.03 0.11 0.09
C -2.31036 -3.78973 -4.36329 -0.06 -0.07 -0.06
N -1.02971 -0.93403 -2.34974 -0.01 -0.16 -0.08
C -1.87743 0.10061 -2.64620 0.12 0.20 0.10
C -1.33384 1.38199 -2.88266 0.08 -0.05 -0.01
C -2.12559 2.49165 -3.10319 -0.12 0.06 -0.03
C -3.51158 2.37984 -3.10999 0.09 0.20 -0.03
C -4.07007 1.12985 -2.88252 -0.15 -0.08 0.02
C -3.28531 0.01801 -2.65132 0.01 -0.03 -0.02
H -1.83586 -5.87461 -4.09457 0.00 0.00 0.01
H -0.39373 -5.41091 -2.11270 -0.01 -0.02 -0.02
H -0.08871 -3.16886 -1.29981 -0.01 0.10 0.03
H -2.59509 -1.68263 -4.45672 0.00 0.03 -0.01
H -2.91960 -3.95716 -5.24515 0.00 -0.01 0.00
H -0.25217 1.49647 -2.91463 -0.01 -0.04 0.00
H -1.65125 3.45027 -3.28312 -0.03 0.02 0.00
H -4.13936 3.24322 -3.29063 0.01 0.01 -0.01
H -5.14945 1.01716 -2.86973 0.00 0.02 0.00
H -3.75681 -0.93468 -2.45069 0.01 -0.04 0.01
```
Positions in Å, forces in eV/Å.

Results
- relative energy (zero: lowest compared OMol25 entry of this formula, charge and spin) (eV) = 0.000
- energy (eV) = -50302.6155
- HOMO (eV) = -3.9
- largest force on an atom (eV/A) = 0.6
- charge = -1

=====

2.
A molecular structure, C36H36N5O7RhS, computed with the ωB97M-V functional and the def2-TZVPD basis.

Geometry as XYZ:
```
86
Properties=species:S:1:pos:R:3:forces:R:3
Rh -0.37694 0.05153 -0.12301 -0.15 -0.32 -0.04
C 3.94148 3.34950 -3.63262 0.00 -0.01 0.00
O 2.80356 3.73327 -2.87449 -0.01 0.03 -0.06
C 2.90330 4.83786 -2.10147 0.01 -0.01 0.05
C 3.98147 5.71542 -2.11154 0.01 0.00 -0.01
C 3.97375 6.83148 -1.28435 0.02 0.01 0.00
C 2.91086 7.07581 -0.43205 0.00 0.01 0.00
C 1.85261 6.17876 -0.39291 -0.02 0.00 0.01
C 1.83680 5.06421 -1.21484 0.02 0.03 -0.04
N 0.74588 4.16119 -1.18131 -0.02 -0.01 0.06
C 0.81565 2.86517 -0.75818 -0.05 0.04 0.00
N 2.03958 2.46499 -0.36059 -0.02 0.02 -0.03
C 2.50008 1.20008 0.02574 0.01 -0.09 0.08
C 1.68899 0.13802 0.40345 0.13 0.01 -0.06
C 2.30706 -1.04758 0.80588 0.06 0.05 -0.01
C 3.68793 -1.18645 0.81089 -0.06 -0.04 0.02
C 4.48519 -0.11754 0.42256 0.08 0.02 -0.02
C 3.89434 1.06785 0.03875 -0.01 -0.02 0.00
O 4.65749 2.15164 -0.37210 0.01 0.01 0.02
C 5.21878 2.88546 0.71589 0.00 0.00 -0.02
N -0.24498 2.10226 -0.73738 0.12 0.03 -0.08
C -1.48398 2.70481 -1.09154 -0.05 -0.07 -0.12
C -1.96911 2.61492 -2.38802 0.04 -0.03 0.04
C -3.19564 3.16556 -2.72179 -0.05 0.03 0.06
C -3.93803 3.80470 -1.74174 0.01 -0.01 -0.09
C -3.46806 3.90181 -0.44027 -0.02 0.03 0.07
C -2.23706 3.35249 -0.10510 0.01 0.06 0.00
O -1.67030 3.40462 1.12837 0.00 -0.01 0.01
C -2.44218 3.96909 2.17838 0.00 -0.02 -0.03
H 3.66156 2.42957 -4.13685 0.01 0.00 0.00
H 4.79491 3.16130 -2.97702 -0.01 0.01 0.00
H 4.19481 4.10894 -4.37556 0.00 -0.01 -0.01
H 4.81911 5.54119 -2.77112 -0.01 0.01 0.00
H 4.81433 7.51275 -1.31204 0.00 0.00 0.00
H 2.90840 7.94624 0.20936 0.00 0.00 0.00
H 1.02354 6.32770 0.28809 0.00 0.00 -0.01
H -0.18214 4.51376 -1.35573 -0.02 -0.01 -0.03
H 2.79616 3.08850 -0.59783 -0.01 -0.02 0.03
H 1.69215 -1.88744 1.11453 0.00 -0.01 -0.01
H 4.14492 -2.12218 1.10709 0.00 0.00 0.00
H 5.56521 -0.19646 0.40177 -0.01 0.00 0.01
H 5.76287 3.72260 0.28364 0.00 0.00 0.01
H 5.90256 2.26057 1.29396 0.00 0.01 0.00
H 4.43172 3.26198 1.37637 0.01 0.00 0.00
H -1.37202 2.09057 -3.12452 0.00 -0.01 0.01
H -3.57402 3.07461 -3.73063 -0.01 0.01 0.01
H -4.90628 4.22453 -1.98190 0.00 -0.01 0.00
H -4.08114 4.37426 0.31334 0.02 -0.01 0.00
H -1.84004 3.86147 3.07720 0.00 0.00 0.00
H -3.38290 3.43019 2.29624 -0.02 -0.01 0.00
H -2.63719 5.03060 1.99660 0.00 -0.01 0.00
C -6.91208 -4.62355 2.29417 0.00 -0.04 0.02
C -6.16834 -3.38099 1.89019 0.00 0.05 0.00
C -4.82560 -3.42855 1.53535 0.02 -0.01 -0.01
C -4.14285 -2.28202 1.15160 0.01 0.00 -0.06
C -4.80891 -1.06787 1.12864 0.07 -0.07 0.02
C -6.14843 -0.99628 1.48683 -0.05 0.06 0.03
C -6.81829 -2.14726 1.85991 0.00 -0.05 0.00
S -3.98011 0.41589 0.60978 -0.09 0.05 0.09
O -4.55305 1.47059 1.42325 0.08 -0.02 -0.04
O -4.10672 0.52008 -0.81639 0.08 -0.01 -0.03
N -2.43340 0.16792 0.93861 -0.08 0.14 0.01
C -1.94596 0.11034 2.20910 0.07 -0.10 -0.03
C -2.60117 0.24825 3.44520 0.05 0.02 -0.04
C -1.83469 0.19413 4.58803 -0.07 0.00 0.05
C -0.45303 0.01073 4.52384 0.06 -0.02 -0.03
C 0.11541 -0.14105 3.27751 -0.13 -0.07 0.00
N -0.61988 -0.12194 2.16707 0.03 0.15 0.07
H -6.23784 -5.47409 2.38811 0.00 0.00 0.00
H -7.67489 -4.87988 1.55655 0.00 0.01 0.00
H -7.41769 -4.48576 3.25107 0.00 0.01 0.00
H -4.30012 -4.37648 1.56097 -0.01 0.00 0.00
H -3.10070 -2.32662 0.86272 0.02 -0.01 0.01
H -6.65486 -0.03987 1.48257 0.03 0.00 -0.01
H -7.86409 -2.08862 2.13938 0.00 0.00 0.00
H -3.66480 0.42120 3.48400 -0.04 0.02 -0.02
H -2.31771 0.30584 5.55128 0.00 0.00 0.00
H 0.15767 -0.01570 5.41437 0.00 0.00 0.00
H 1.17845 -0.29085 3.13644 0.01 0.01 0.02
C -1.65590 -3.76149 -1.64370 0.00 -0.02 0.00
O -1.39528 -2.53571 -0.93141 -0.02 -0.03 0.01
C -0.61053 -1.61242 -1.52912 -0.07 0.18 0.14
O -0.08599 -1.75268 -2.59676 0.01 0.06 -0.04
H -2.73101 -3.92623 -1.61756 0.00 0.02 0.02
H -1.14313 -4.57417 -1.13165 0.01 0.00 -0.01
H -1.30662 -3.68587 -2.66940 0.00 0.01 -0.01
```
Positions in Å, forces in eV/Å.

Results
- relative energy (zero: lowest compared OMol25 entry of this formula, charge and spin) (eV) = 0.000
- energy (eV) = -73538.7819
- HOMO (spin up / spin down) (eV) = -6.6 / -8.0
- spin multiplicity = 5
- largest force on an atom (eV/A) = 0.4
- charge = 0

=====

3.
A molecular structure, C36H37AsCoN4PS at a distorted geometry, computed with the ωB97M-V functional and the def2-TZVPD basis.

Geometry as XYZ:
```
81
Properties=species:S:1:pos:R:3:forces:R:3
Co -0.06830 0.33770 -0.16670 0.04 -1.16 -0.03
C 3.26950 -2.47910 3.83100 0.07 0.16 0.02
C 3.63320 -1.09310 3.31210 -0.20 -0.27 0.32
N 3.32840 -0.95300 1.90050 0.31 -0.03 -0.01
C 2.09760 -0.85600 1.41820 -1.07 0.10 -1.34
S 1.93410 -0.65080 -0.33370 0.60 0.03 -0.46
N 1.03500 -0.92960 2.17620 0.74 -0.62 2.27
N -0.12010 -0.67160 1.58860 -1.12 0.33 -1.08
C -1.26750 -1.16000 1.94570 1.48 -0.08 0.49
C -1.44980 -2.09780 3.08700 0.03 0.10 0.02
C -2.36940 -0.78030 1.06940 -0.58 0.22 -0.58
C -3.71660 -0.97390 1.37890 0.46 0.02 -0.04
C -4.68490 -0.63960 0.44740 0.22 0.20 -0.26
C -4.28780 -0.12470 -0.78070 0.01 -0.07 0.10
C -2.93580 0.05500 -1.01980 -0.29 0.01 -0.08
N -2.00060 -0.24580 -0.12190 -0.50 -0.03 -0.07
H 3.47680 -2.55140 4.89440 0.04 -0.03 0.12
H 3.84090 -3.24370 3.31330 0.08 -0.10 -0.04
H 2.21140 -2.66020 3.66820 -0.06 -0.05 0.03
H 4.69860 -0.89490 3.43550 -0.07 0.04 0.01
H 3.06570 -0.33230 3.85620 0.09 -0.01 0.00
H 4.08230 -1.04330 1.23560 -0.20 0.07 -0.03
H -0.51640 -2.62330 3.27980 -0.04 0.04 0.03
H -2.23920 -2.81710 2.88100 0.00 -0.04 0.01
H -1.72040 -1.53430 3.98050 -0.02 -0.04 0.15
H -3.99980 -1.37190 2.33950 0.04 -0.10 0.10
H -5.73250 -0.77290 0.67190 -0.06 -0.05 0.02
H -5.00610 0.12740 -1.54300 -0.07 0.02 -0.08
H -2.58420 0.43920 -1.97000 -0.03 0.03 0.02
C -0.06440 4.15210 -0.15960 0.04 -0.04 -0.10
C 0.66830 5.16210 0.70800 0.20 0.34 -0.69
As -0.07270 7.01500 0.72240 0.20 -1.24 2.23
C 0.89060 7.70450 2.26900 -0.43 0.16 -0.85
C 2.03420 7.10440 2.79200 0.47 -0.32 -0.08
C 2.59310 7.58730 3.96130 0.03 -0.24 -0.19
C 2.05700 8.70710 4.58310 -0.09 0.09 -0.05
C 0.94950 9.34180 4.03710 -0.12 0.07 -0.09
C 0.37990 8.85290 2.87690 -0.36 0.36 0.04
C -1.85450 6.68360 1.50600 -0.03 0.48 -0.56
C -3.00060 7.08280 0.83490 0.04 0.17 -0.36
C -4.24680 6.88830 1.41170 0.01 -0.02 -0.01
C -4.34200 6.29470 2.65910 -0.06 0.01 -0.03
C -3.19740 5.88000 3.31990 0.07 -0.06 0.03
C -1.95080 6.07380 2.75060 0.50 -0.03 0.15
P 0.54190 2.46640 0.36270 0.13 1.18 0.33
C -0.23710 2.48240 2.01900 0.02 0.01 -0.09
C -1.62210 2.31840 1.92750 0.15 0.08 -0.11
C -2.41480 2.29820 3.05460 -0.04 0.01 0.05
C -1.82700 2.43270 4.30380 -0.01 -0.04 0.00
C -0.45690 2.60430 4.40680 0.03 0.05 0.13
C 0.34110 2.63890 3.27130 0.07 0.03 -0.09
C 2.34960 2.69070 0.37000 -0.11 -0.17 -0.04
C 3.20280 2.23500 1.37060 -0.26 0.24 0.00
C 4.57450 2.34540 1.20800 0.08 -0.06 0.02
C 5.10870 2.85750 0.03650 -0.05 0.02 0.10
C 4.26370 3.28810 -0.97370 -0.01 0.01 -0.09
C 2.89530 3.20240 -0.81030 -0.20 -0.01 0.19
H 0.10300 4.32180 -1.22450 0.00 -0.03 0.04
H -1.14360 4.17400 0.02430 0.12 -0.06 -0.06
H 1.70980 5.23730 0.38570 -0.11 0.05 0.12
H 0.65240 4.82760 1.75180 -0.10 0.39 -0.02
H 2.48830 6.25260 2.30350 0.02 -0.02 0.02
H 3.45740 7.09740 4.38490 0.05 -0.03 -0.01
H 2.51820 9.09910 5.47660 0.02 0.02 0.09
H 0.54600 10.22580 4.50580 -0.06 0.06 0.03
H -0.47400 9.35470 2.43440 0.01 0.03 0.11
H -2.92320 7.55670 -0.13680 -0.07 0.02 0.03
H -5.13760 7.21260 0.89510 -0.03 0.02 -0.06
H -5.30860 6.16260 3.12200 -0.07 -0.01 0.02
H -3.26710 5.41770 4.29330 0.01 -0.04 0.06
H -1.05860 5.76420 3.28140 -0.01 -0.02 0.08
H -2.07350 2.22140 0.94610 -0.14 -0.05 0.02
H -3.48250 2.17520 2.95580 -0.12 0.00 0.03
H -2.43920 2.40320 5.19120 -0.05 0.00 0.13
H -0.00070 2.71390 5.38060 0.02 0.01 0.04
H 1.40290 2.80060 3.37730 0.08 -0.03 0.01
H 2.80250 1.79840 2.27300 0.03 -0.09 0.04
H 5.22880 2.01590 2.00100 0.08 -0.06 0.06
H 6.17730 2.92260 -0.09340 0.12 0.00 0.02
H 4.66790 3.68190 -1.89300 0.06 0.03 -0.09
H 2.23920 3.52630 -1.60600 0.00 0.03 -0.16
```
Positions in Å, forces in eV/Å.

Results
- energy (eV) = -162467.9497
- HOMO (spin up / spin down) (eV) = -12.7 / -12.7
- spin multiplicity = 5
- largest force on an atom (eV/A) = 2.6
- charge = +2

=====

The highest charge belongs to which entry?
C36H37AsCoN4PS

=====

Look up the energy of the third one.
-162467.9497 eV